(1)
Below is a structure of composition C21H29FeN2O4Se, with properties calculated with ωB97M-V/def2-TZVPD.

Each line ends with the Mulliken charge.
Positions of all 58 atoms, in Å:
1 Fe -0.91242 0.30710 0.63294  0.06
2 C -0.96346 1.19433 4.10454  -0.97
3 O -0.01394 1.03195 3.07219  0.32
4 C 1.22980 1.62254 3.35116  -0.45
5 C 2.29104 0.99540 2.47641  -0.98
6 O 2.07521 1.17228 1.09283  -0.16
7 C 2.48351 2.44056 0.62664  -0.82
8 H -0.64889 0.64779 5.00105  0.28
9 H -1.90380 0.79973 3.71978  0.15
10 H -1.08281 2.25469 4.36183  0.39
11 H 1.51303 1.44087 4.39984  0.46
12 H 1.17454 2.71244 3.20869  0.31
13 H 2.30546 -0.08252 2.64526  0.28
14 H 3.27303 1.40477 2.75884  0.51
15 H 3.53104 2.62740 0.89905  0.39
16 H 1.85603 3.24617 1.01987  0.26
17 H 2.38961 2.42990 -0.45666  0.21
18 O -1.00870 -4.87381 -4.91566  -0.51
19 C -0.36223 -3.72332 -5.24870  0.67
20 O 0.23175 -3.66837 -6.29407  -0.60
21 C -0.40958 -2.62165 -4.24900  0.89
22 C 0.45660 -1.54859 -4.42624  -0.95
23 C 0.48074 -0.49537 -3.53052  -0.40
24 C -0.36786 -0.49117 -2.41337  0.31
25 C -1.25643 -1.56599 -2.24757  -0.80
26 C -1.27632 -2.60540 -3.14926  -0.57
27 N -0.42377 0.52289 -1.47850  0.17
28 C -0.13434 1.76892 -1.85318  -0.38
29 C -0.34975 2.81504 -0.92902  0.17
30 C -0.15111 4.18807 -1.21863  -0.90
31 C -0.41151 5.11890 -0.25369  -0.22
32 C -0.88981 4.70554 1.00750  -1.04
33 C -1.06713 3.35454 1.21547  -0.30
34 N -0.79107 2.42931 0.29675  0.35
35 H -1.34258 -4.79452 -4.01503  0.28
36 H 1.12577 -1.56196 -5.27650  0.41
37 H 1.19040 0.30819 -3.67597  0.40
38 H -1.94701 -1.52721 -1.41415  0.23
39 H -2.01701 -3.38242 -2.98553  0.22
40 H 0.15159 2.02426 -2.87119  0.36
41 H 0.20105 4.47773 -2.20046  0.39
42 H -0.26018 6.17021 -0.46574  0.40
43 H -1.13500 5.41389 1.78567  0.41
44 H -1.46152 2.96495 2.14553  0.50
45 C -1.54358 -3.47187 0.85095  -1.65
46 C -0.17420 -2.82753 0.68996  1.73
47 C 0.88515 -3.72205 1.34404  -1.79
48 C -0.08454 -1.42459 1.26220  -1.14
49 H -1.56711 -4.45443 0.37030  0.39
50 H -2.34305 -2.84499 0.46065  0.25
51 H -1.76793 -3.61469 1.91266  0.37
52 H 0.06792 -2.78813 -0.37537  -0.11
53 H 0.69851 -3.81179 2.41820  0.37
54 H 1.88792 -3.30732 1.21646  0.38
55 H 0.88051 -4.72983 0.91996  0.45
56 H 0.93477 -1.03939 1.07261  0.34
57 H -0.22112 -1.45069 2.34808  0.52
58 Se -3.02524 -0.16079 1.25612  -0.84

As for the expectation value of S²: 6.345. Its spin multiplicity is 5. The charge is -1. The calculation puts the total energy at -133151.759 eV. As for the orbital gap (spin up / spin down): 5.658 / 6.062 eV. The energy above the lowest of the compared OMol25 structures with the same formula, charge and spin comes out at 0.0 kJ/mol.

(2)
Below is a structure of composition C35H25N8SbSn, with properties calculated with ωB97M-V/def2-TZVPD.

Each line ends with the Mulliken charge.
Positions of all 70 atoms, in Å:
1 Sn -0.85176 0.23021 -0.76841  0.90
2 C 3.42525 5.21005 -0.47893  -0.81
3 C 3.80910 4.76585 -1.74128  -0.68
4 C 3.40250 3.52416 -2.23022  -0.04
5 C 2.57941 2.77698 -1.41253  0.66
6 C 1.98826 1.44783 -1.57710  -0.27
7 N 1.23423 1.12679 -0.48048  -0.40
8 C 1.37666 2.15217 0.42389  -0.46
9 N 0.99899 2.14441 1.68283  -0.36
10 C 0.28687 1.16615 2.19887  -0.12
11 C 0.26677 0.86590 3.63164  0.33
12 C 0.89238 1.45157 4.70680  -0.18
13 C 0.66043 0.86889 5.95979  -0.68
14 C -0.15192 -0.24528 6.10269  -0.68
15 C -0.77844 -0.83963 4.99974  -0.18
16 C -0.55084 -0.25510 3.77558  0.22
17 C -0.99620 -0.60297 2.42596  -0.01
18 N -1.75658 -1.64822 2.16505  -0.51
19 C -1.75088 -2.26418 1.00617  0.30
20 N -0.90352 -2.00463 -0.04047  -0.64
21 C -1.14870 -2.95189 -0.99618  0.28
22 N -0.48105 -3.12435 -2.11570  -0.54
23 C 0.45763 -2.29474 -2.52240  -0.09
24 N 0.59429 -0.98539 -2.17119  0.03
25 C 1.71748 -0.51337 -2.76719  -0.03
26 N 2.24436 0.68966 -2.62131  -0.48
27 C 2.31402 -1.54603 -3.61793  0.34
28 C 3.43441 -1.55184 -4.41541  -0.19
29 C 3.73061 -2.75468 -5.07023  -0.66
30 C 2.93727 -3.88067 -4.91201  -0.68
31 C 1.80334 -3.86720 -4.09011  -0.18
32 C 1.51648 -2.67970 -3.45691  0.26
33 C -2.23309 -3.83977 -0.57111  0.25
34 C -2.81602 -4.93606 -1.16724  -0.14
35 C -3.82934 -5.57570 -0.44779  -0.68
36 C -4.20911 -5.14075 0.81569  -0.67
37 C -3.59470 -4.04309 1.42416  -0.20
38 C -2.61468 -3.40287 0.69692  0.19
39 N -0.51872 0.29954 1.52587  0.05
40 C 2.18924 3.22566 -0.15294  0.38
41 C 2.61443 4.43747 0.35203  0.11
42 H 3.77260 6.17464 -0.13434  0.44
43 H 4.44530 5.39512 -2.34855  0.44
44 H 3.71944 3.16535 -3.19929  0.58
45 H 1.52589 2.32047 4.59853  0.58
46 H 1.12495 1.29769 6.83696  0.43
47 H -0.30447 -0.66202 7.08860  0.43
48 H -1.41340 -1.70708 5.11110  0.57
49 H 4.05305 -0.67437 -4.53949  0.57
50 H 4.59713 -2.80861 -5.71488  0.43
51 H 3.20250 -4.78848 -5.43621  0.43
52 H 1.18489 -4.74510 -3.96700  0.57
53 H -2.51046 -5.28626 -2.14288  0.56
54 H -4.32681 -6.43332 -0.87913  0.42
55 H -4.99321 -5.66952 1.33984  0.43
56 H -3.87738 -3.71329 2.41391  0.56
57 H 2.33049 4.77595 1.33860  0.55
58 C -0.48418 5.79903 -1.36850  -1.19
59 Sb -1.15366 3.78349 -1.19585  0.58
60 C -3.23311 4.08314 -1.54859  -1.21
61 C -0.65626 3.19577 -3.20432  -1.31
62 H -0.94126 6.25774 -2.24375  0.43
63 H 0.59937 5.80855 -1.48417  0.28
64 H -0.74668 6.37309 -0.48247  0.38
65 H -3.37777 4.68508 -2.44410  0.37
66 H -3.68229 4.59400 -0.69900  0.37
67 H -3.73213 3.12404 -1.67945  0.35
68 H -1.05167 3.94419 -3.89029  0.49
69 H -1.10088 2.23341 -3.46276  0.37
70 H 0.42172 3.13942 -3.34861  0.36

Its spin multiplicity is 1. The charge is +2. The calculation puts the total energy at -60978.020 eV. As for the orbital gap: 4.566 eV.

(3)
Below is a structure of composition C41H34AsF5N3O4S2Tl, with properties calculated with ωB97M-V/def2-TZVPD.

Each line ends with the Mulliken charge.
Positions of all 91 atoms, in Å:
1 Tl -0.74025 0.50542 1.32656  1.59
2 O 2.37415 -2.68175 3.02659  -0.73
3 C 3.44692 -1.85848 3.02365  0.54
4 C 4.69792 -2.44950 3.20016  -0.52
5 C 5.83617 -1.66921 3.20545  -0.32
6 C 5.75468 -0.28619 3.03809  -0.84
7 C 4.51671 0.29562 2.86432  -0.52
8 C 3.34580 -0.46969 2.84781  0.08
9 C 2.02575 0.17727 2.64926  1.19
10 O 0.98097 -0.55548 2.58157  -1.26
11 N 1.99899 1.51630 2.60604  -1.50
12 N 0.72242 1.90574 2.42762  0.81
13 C 0.36702 3.08881 2.72521  -0.98
14 C -1.06340 3.43895 2.63308  1.10
15 C -1.52279 4.70889 2.93535  -0.90
16 C -2.88678 4.94777 2.90743  -0.34
17 C -3.75486 3.91604 2.59085  -1.11
18 C -3.21408 2.67366 2.29466  -0.18
19 N -1.90050 2.45334 2.31134  0.08
20 H 1.59564 -2.11713 2.83234  0.19
21 H 4.74490 -3.52405 3.33353  0.47
22 H 6.80291 -2.14100 3.33950  0.39
23 H 6.65030 0.32121 3.04140  0.41
24 H 4.42243 1.36485 2.73100  0.44
25 H 1.08491 3.79904 3.12433  0.39
26 H -0.81706 5.48840 3.19503  0.47
27 H -3.26828 5.93399 3.13780  0.43
28 H -4.82581 4.06283 2.57304  0.43
29 H -3.83673 1.82651 2.03006  0.62
30 S -2.66072 -0.68752 2.35035  -0.52
31 C -2.63263 -2.31907 1.65631  0.71
32 C -3.27542 -3.30433 2.42033  -0.81
33 C -3.40234 -4.60079 1.95980  -0.68
34 C -2.86498 -4.96393 0.72748  -0.86
35 C -2.19396 -4.01196 -0.01484  -0.22
36 C -2.08066 -2.68719 0.42953  -0.25
37 As -0.97312 -1.48939 -0.61845  1.86
38 C -1.93655 -1.30939 -2.27882  0.68
39 C -1.31197 -0.69664 -3.36268  -0.45
40 C -2.00253 -0.54101 -4.55837  -0.74
41 C -3.31859 -0.97439 -4.66504  -0.67
42 C -3.94459 -1.56995 -3.57710  -0.73
43 C -3.25547 -1.74167 -2.38209  -0.91
44 C 0.49740 -2.68388 -0.96517  0.48
45 C 0.83529 -3.13296 -2.23196  -0.21
46 C 1.96051 -3.93468 -2.39212  -0.76
47 C 2.74348 -4.27281 -1.29593  -0.60
48 C 2.39867 -3.81700 -0.02731  -0.53
49 C 1.27323 -3.02602 0.13549  -0.61
50 H -3.67580 -3.02649 3.38833  0.47
51 H -3.91124 -5.33678 2.57107  0.38
52 H -2.95172 -5.97949 0.36118  0.41
53 H -1.74556 -4.30154 -0.95681  0.45
54 H -0.29969 -0.32199 -3.26491  0.48
55 H -1.51186 -0.06929 -5.40199  0.45
56 H -3.85745 -0.84776 -5.59682  0.40
57 H -4.97174 -1.90626 -3.65706  0.42
58 H -3.74703 -2.20601 -1.53787  0.42
59 H 0.23679 -2.87165 -3.09445  0.40
60 H 2.22412 -4.29153 -3.38049  0.43
61 H 3.62406 -4.88985 -1.42919  0.41
62 H 3.00203 -4.06277 0.83816  0.41
63 H 1.01487 -2.66372 1.12140  0.00
64 C -4.32788 1.10856 -0.42198  -1.29
65 O -2.93768 1.03271 -0.65286  1.01
66 C -2.48563 1.93477 -1.66346  0.08
67 C -2.03601 3.24303 -1.07764  -1.14
68 O -0.87002 2.94802 -0.33538  0.79
69 C 0.13221 3.94781 -0.38149  -1.14
70 H -4.87698 0.82197 -1.32436  0.34
71 H -4.63892 2.11873 -0.12879  0.30
72 H -4.56090 0.41299 0.38188  0.22
73 H -3.24641 2.08276 -2.43780  0.57
74 H -1.61320 1.47211 -2.12212  -0.47
75 H -2.79535 3.69177 -0.42392  0.23
76 H -1.81663 3.94904 -1.88676  0.52
77 H 0.34395 4.22508 -1.41739  0.48
78 H 1.03926 3.53141 0.05539  0.14
79 H -0.17181 4.84156 0.17530  0.27
80 F 5.98766 2.33979 -3.60114  -0.32
81 C 4.86559 1.95467 -2.98932  0.79
82 C 3.63929 2.22357 -3.55889  0.12
83 F 3.57913 2.87300 -4.72757  -0.31
84 C 2.48670 1.82480 -2.91220  -0.32
85 F 1.31987 2.12070 -3.51118  -0.39
86 C 2.49820 1.14526 -1.70162  0.08
87 S 1.00033 0.58922 -0.95627  0.52
88 C 3.75457 0.89098 -1.16141  -0.65
89 F 3.87329 0.23350 -0.00763  -0.08
90 C 4.92344 1.28715 -1.78304  -0.20
91 F 6.11111 1.02258 -1.23143  -0.31

Its spin multiplicity is 1. The charge is 0. The calculation puts the total energy at -156516.524 eV. As for the orbital gap: 6.417 eV. The energy above the lowest of the compared OMol25 structures with the same formula, charge and spin comes out at 119.7 kJ/mol.

(4)
Below is a structure of composition C29H26FN5O8PTi at a distorted geometry, with properties calculated with ωB97M-V/def2-TZVPD.

Each line ends with the Mulliken charge.
Positions of all 71 atoms, in Å:
1 Ti 0.69854 -1.34849 0.16821  -0.27
2 N 1.21272 -0.87624 -1.93331  -0.30
3 C 2.52023 -1.51137 -2.19090  -0.47
4 C 3.38081 -1.36678 -0.93566  0.30
5 O 4.58810 -1.37367 -0.95740  -0.65
6 N 2.60082 -1.24244 0.17839  0.84
7 C 3.26214 -1.27279 1.47265  -0.51
8 C 2.17691 -1.54347 2.50495  0.39
9 O 2.35067 -1.53824 3.68621  -0.59
10 O 0.99445 -1.75168 1.91742  -0.48
11 H 0.51541 -1.23172 -2.57855  0.35
12 H 1.31180 0.11551 -2.13456  0.03
13 H 3.04494 -1.08485 -3.04531  0.48
14 H 2.39130 -2.58230 -2.36181  0.34
15 H 3.74831 -0.32289 1.71321  0.33
16 H 4.03005 -2.04841 1.51776  0.52
17 O -1.63695 -2.30851 1.54317  -0.55
18 N -1.30234 -1.02179 1.10952  0.73
19 C -2.28586 -0.22351 1.21391  -1.13
20 C -2.27839 1.18868 0.86099  0.52
21 C -3.51631 1.83984 0.90663  -1.06
22 C -3.60628 3.20274 0.69349  -0.88
23 C -2.45733 3.93983 0.45049  -0.82
24 C -1.22801 3.30163 0.38618  -0.20
25 C -1.12069 1.92741 0.56687  0.40
26 P 0.54734 1.16797 0.51980  3.06
27 C 1.24695 1.89778 2.03571  0.67
28 C 0.93149 1.27305 3.24264  -0.68
29 C 1.46520 1.74648 4.42887  -0.69
30 C 2.30947 2.84784 4.41450  -0.68
31 C 2.59901 3.48906 3.21856  -0.71
32 C 2.06678 3.02375 2.02635  -0.50
33 C 1.37960 2.00084 -0.87078  -0.47
34 C 0.66055 2.43548 -1.98628  -0.58
35 C 1.32757 2.80528 -3.14594  -0.79
36 C 2.71058 2.71718 -3.21222  -0.64
37 C 3.43257 2.27824 -2.10985  -0.85
38 C 2.77398 1.92063 -0.94425  -0.29
39 H -0.85391 -2.62377 2.02543  0.47
40 H -3.20929 -0.60882 1.64294  0.49
41 H -4.41078 1.26058 1.10222  0.51
42 H -4.57044 3.69066 0.72619  0.45
43 H -2.51179 5.01170 0.31749  0.47
44 H -0.33250 3.88015 0.19868  0.49
45 H 0.27299 0.41176 3.24881  0.35
46 H 1.23038 1.25302 5.36173  0.48
47 H 2.74216 3.20601 5.33863  0.41
48 H 3.24590 4.35592 3.21131  0.46
49 H 2.28009 3.54038 1.10011  0.39
50 H -0.41999 2.47161 -1.94955  0.43
51 H 0.75973 3.13970 -4.00375  0.46
52 H 3.22563 2.99144 -4.12281  0.43
53 H 4.50932 2.19027 -2.16403  0.47
54 H 3.34060 1.56813 -0.09043  0.48
55 F -5.85977 -4.28901 -0.36962  -0.30
56 C -4.87643 -3.61452 -0.95500  0.28
57 C -3.69168 -4.19595 -1.17737  0.01
58 N -2.62186 -3.52160 -1.73110  0.24
59 C -1.35269 -4.23559 -1.90107  -1.19
60 C -0.26019 -4.09909 -0.78824  0.79
61 O 0.15291 -5.09545 -0.26806  -0.56
62 O 0.21675 -2.89876 -0.50739  -0.29
63 C -2.72627 -2.18233 -2.01201  0.31
64 O -1.78281 -1.46472 -2.32207  -0.68
65 N -3.99278 -1.66875 -1.93243  -0.03
66 C -5.12299 -2.22975 -1.31322  0.24
67 O -6.10866 -1.56472 -1.11557  -0.59
68 H -3.52847 -5.22991 -0.90901  0.39
69 H -0.92334 -3.91825 -2.85216  0.40
70 H -1.57509 -5.29724 -1.94069  0.34
71 H -4.09088 -0.70320 -2.21764  0.25

Its spin multiplicity is 1. The charge is +1. The calculation puts the total energy at -89445.642 eV. As for the orbital gap: 7.918 eV. The energy above the lowest of the compared OMol25 structures with the same formula, charge and spin comes out at 23.0 kJ/mol.

(5)
Below is a cluster of 2 separate species, C2HCl2NO in total at a distorted geometry, with properties calculated with ωB97M-V/def2-TZVPD.

Each line ends with the Mulliken charge.
Positions of all 7 atoms, in Å:
1 C 1.05401 -0.95766 -2.21257  0.21
2 C 1.49181 -1.47729 -0.99624  0.47
3 N 0.68083 -0.58358 -3.23287  -0.25
4 O 0.37162 0.58904 -0.02458  -0.63
5 Cl 0.49254 -2.62028 -0.23041  -0.04
6 Cl 3.04734 -1.25783 -0.44049  -0.02
7 H -0.37146 0.32025 0.51323  0.26

Its spin multiplicity is 1. The charge is 0. The calculation puts the total energy at -30667.543 eV. As for the orbital gap (spin up / spin down): 6.445 / 6.456 eV. The energy above the lowest of the compared OMol25 structures with the same formula, charge and spin comes out at 429.7 kJ/mol.

(6)
Below is a structure of composition C6H5O3PRbS at a distorted geometry, with properties calculated with ωB97M-V/def2-TZVPD.

Each line ends with the Mulliken charge.
Positions of all 17 atoms, in Å:
1 O 3.17078 -1.40073 0.33732  -0.55
2 P 2.61635 -0.08854 -0.00558  0.65
3 C 0.80011 0.02272 0.08952  1.09
4 C -0.01051 1.05833 -0.09063  -0.40
5 C -1.50141 0.96107 0.07333  0.05
6 O -2.13521 1.90190 0.45953  -0.48
7 C -2.07136 -0.39658 -0.22911  0.09
8 S -3.70137 -0.48735 -0.85588  -0.20
9 C -1.29069 -1.45849 -0.01862  -0.56
10 C 0.10466 -1.29799 0.49200  -0.04
11 O 0.62708 -2.07443 1.24201  -0.42
12 H 2.97454 0.29292 -1.27289  -0.03
13 H 3.07244 0.83735 0.93181  -0.03
14 H 0.33125 2.04345 -0.35390  0.14
15 H -4.17743 0.34887 0.07699  0.20
16 H -1.63461 -2.48128 -0.12865  0.48
17 Rb 2.82535 2.21877 -0.74724  1.02

Its spin multiplicity is 1. The charge is +1. The calculation puts the total energy at -33214.205 eV. As for the orbital gap: 7.416 eV.